[1]
{"formula": "C33H40MgN12O3S2", "method": "ωB97M-V/def2-TZVPD", "max_force_ev_per_a": 1.8, "orbital_gap_ev": 7.684, "total_energy_ev": -86000.3583, "e_homo_ev": -12.24, "total_charge": 2, "lumo_ev": -4.5543, "elements": ["S", "H", "C", "N", "N", "C", "C", "C", "H", "H", "N", "N", "H", "O", "H", "H", "C", "C", "H", "H", "N", "H", "H", "H", "C", "N", "H", "H", "C", "H", "N", "C", "C", "C", "H", "S", "H", "C", "C", "N", "C", "C", "C", "C", "H", "N", "C", "H", "H", "H", "C", "Mg", "C", "C", "H", "H", "C", "O", "H", "H", "H", "H", "C", "H", "C", "C", "C", "H", "C", "H", "C", "H", "H", "H", "H", "H", "H", "N", "C", "H", "H", "N", "H", "O", "C", "C", "H", "H", "C", "N", "C"], "coordinates": [[2.25591, 0.69815, 3.44132], [-0.08349, 2.92175, 0.40682], [-1.10739, 2.63225, 0.28142], [-4.89429, 1.18835, 3.89812], [0.82911, -0.29045, 0.34702], [4.69611, -0.35275, 3.89752], [-2.01339, 4.40515, -2.51748], [3.72531, -0.16685, 2.74752], [-0.06159, -1.84965, 3.77462], [5.44941, -1.10085, 3.65492], [-2.02519, 3.39215, -0.32228], [2.60321, -0.82765, -0.78988], [0.66941, -2.84125, 1.80432], [0.36491, 1.46545, -4.36268], [3.44691, -1.76755, 4.94572], [-3.61919, 5.79215, -2.80278], [-2.13699, -1.62285, -0.53958], [0.01961, -3.68825, 1.56822], [-1.85769, -3.25745, 4.44362], [-0.94629, -5.20985, -0.45808], [-1.66319, 1.50715, 0.70962], [-0.68299, 1.90195, 3.52792], [3.07661, 1.18495, 5.62302], [1.82491, 0.27975, -2.85328], [2.72991, 0.25675, 5.17332], [-1.33019, 1.12775, 3.63952], [-2.72619, 5.28995, -0.70748], [-3.81089, 5.37055, -5.21648], [-1.57769, -3.01785, 3.40962], [-2.49039, -2.89905, 2.82462], [2.83961, 0.38625, -0.30268], [3.28981, -2.22745, -5.37488], [0.93311, 0.65445, -5.29158], [-2.96269, 5.07835, -3.27458], [-1.04139, 0.58665, 4.45512], [-3.50709, -0.54505, 2.52822], [4.50091, -0.99695, -1.53978], [-1.90359, 4.64545, -1.02678], [2.41281, -1.25045, -5.81008], [-3.19499, 2.76385, -0.29618], [-1.30399, -4.19215, -0.50338], [-3.68769, 0.81765, 3.45592], [3.63371, -2.32165, -4.03458], [1.76061, 0.68175, 0.37392], [-5.05009, 2.03325, 4.42192], [-1.36069, -2.01655, 0.46312], [3.11241, -1.42025, -3.11368], [0.63341, -4.51785, 1.21552], [2.13181, -1.16265, -6.84678], [-5.69439, 0.64695, 3.61482], [-2.95559, 1.64295, 0.32072], [-0.86409, -0.37505, 1.81692], [2.23631, -0.44155, -3.54348], [-2.53679, -2.45855, -1.56598], [4.43931, -0.76905, 6.01262], [-2.41999, -4.46925, -2.31728], [3.53421, -1.49405, -1.66038], [-0.92709, -1.76115, 3.36182], [-2.43519, -0.58905, -0.52408], [1.65431, 1.59725, 0.91512], [3.70971, -2.92455, -6.08208], [3.62941, -2.53865, -1.35148], [-1.18269, 3.48185, -3.12858], [-3.72749, 0.92605, 0.49632], [1.38941, -1.22615, -0.40248], [-0.92959, -3.27935, 0.47922], [-2.12319, -3.78105, -1.54158], [-2.80049, 2.31275, 4.50882], [-0.46699, 2.23005, -5.11268], [-0.94889, 5.10885, -0.76928], [-2.25179, 3.91445, -5.25198], [-0.43669, 2.94955, -2.55268], [5.20851, 0.58695, 4.10892], [4.31681, -3.09025, -3.70488], [-2.32709, 3.69905, -6.30578], [0.96031, -2.16485, -0.68538], [-3.15939, -2.08435, -2.36118], [0.48261, 0.91195, -6.48268], [-0.70539, -4.13585, 2.84462], [-1.33229, -5.00335, 2.63812], [0.04631, -4.43425, 3.57982], [-2.63589, 1.60995, 3.78962], [3.35241, -1.11865, 2.36822], [1.07861, -0.17845, 3.10472], [1.87661, -0.35795, -4.88648], [-3.07329, 4.83865, -4.63728], [4.12931, 0.42195, 1.92742], [1.84461, -0.09045, 5.69992], [-1.30579, 3.22745, -4.49348], [-0.40039, 1.90535, -6.37028], [3.85101, -0.76475, 5.09652]], "atomic_forces_ev_per_a": [[0.99, -0.32, 0.63], [0.19, 0.12, -0.08], [-0.09, 0.15, -0.08], [0.24, 0.18, -0.01], [-0.32, -0.22, 0.10], [0.00, -0.12, 0.15], [-0.07, 0.11, -0.03], [0.11, 0.43, 0.08], [0.25, 0.20, 0.08], [0.04, 0.04, -0.05], [0.53, -0.47, 0.71], [-0.71, -0.14, 0.52], [0.13, -0.12, -0.06], [0.00, 0.01, -0.01], [0.01, -0.02, 0.02], [-0.11, 0.10, 0.08], [-0.34, -0.18, -0.55], [-0.20, -0.20, 0.14], [-0.05, 0.16, -0.21], [0.07, -0.06, 0.04], [0.45, -0.37, 0.17], [-0.24, 0.08, -0.02], [-0.01, 0.09, 0.08], [-0.02, 0.05, 0.08], [0.12, 0.22, -0.29], [0.20, -0.23, 0.02], [0.22, -0.05, 0.10], [-0.08, 0.05, -0.06], [-0.55, -0.99, 0.06], [0.10, -0.10, 0.13], [0.66, 0.89, -0.02], [0.03, -0.01, 0.05], [-0.49, 0.37, -0.75], [0.13, -0.05, 0.04], [-0.11, 0.08, -0.09], [-0.22, -0.58, -0.26], [-0.15, -0.10, 0.17], [-0.12, 0.51, -0.62], [-0.09, 0.14, 0.11], [-0.85, 0.16, -0.37], [-0.06, 0.15, 0.01], [-0.07, 0.07, 0.02], [-0.04, 0.11, 0.07], [0.27, -0.18, -0.44], [-0.02, 0.03, 0.05], [-0.06, 0.06, 0.25], [-0.06, -0.05, -0.01], [0.09, 0.10, -0.02], [-0.02, -0.03, -0.14], [0.04, 0.02, -0.01], [-0.10, 0.33, -0.17], [-0.13, 0.47, 0.09], [-0.01, 0.00, -0.12], [-0.02, 0.02, 0.03], [-0.08, -0.04, 0.06], [-0.03, -0.07, -0.08], [0.51, -0.31, -0.70], [0.57, 0.08, 0.41], [-0.11, 0.12, -0.11], [0.03, 0.31, 0.09], [0.03, -0.08, -0.08], [0.03, 0.14, 0.05], [-0.06, 0.03, -0.24], [-0.15, -0.18, 0.06], [0.10, 0.09, -0.09], [0.19, -0.55, -0.15], [0.07, 0.14, 0.18], [0.19, -0.23, -0.18], [0.22, -0.41, -0.86], [-0.08, -0.08, 0.10], [0.11, -0.10, 0.08], [0.05, -0.06, 0.02], [0.09, -0.01, 0.00], [0.09, -0.12, 0.01], [-0.05, 0.02, -0.12], [-0.08, -0.21, -0.10], [-0.08, 0.08, -0.08], [1.23, -1.30, 0.29], [0.11, 0.39, -0.03], [0.00, -0.05, 0.07], [-0.04, -0.07, 0.02], [-0.29, 0.54, 0.49], [-0.19, 0.01, 0.00], [-0.93, -0.38, -0.06], [0.33, -0.29, 0.39], [0.05, 0.00, 0.02], [-0.06, -0.02, -0.02], [-0.18, 0.11, -0.11], [-0.12, 0.26, 0.56], [-1.10, 1.33, 0.56], [0.15, -0.03, -0.07]], "lowdin_charge": [1.00, 0.13, -0.11, 0.13, 0.05, -0.22, -0.20, -0.30, 0.09, 0.13, -0.11, -0.11, 0.10, 0.13, 0.12, 0.12, -0.12, -0.13, 0.14, 0.13, 0.04, 0.10, 0.10, 0.11, -0.28, -0.01, 0.14, 0.12, -0.24, 0.07, 0.14, -0.04, -0.28, -0.02, 0.11, 0.81, 0.15, -0.06, 0.01, 0.16, 0.01, -0.81, -0.03, -0.25, 0.12, 0.03, -0.19, 0.13, 0.12, 0.11, -0.24, 0.53, 0.03, -0.01, 0.13, 0.12, -0.06, -0.21, 0.08, 0.10, 0.12, 0.14, 0.03, 0.06, -0.09, -0.29, -0.01, 0.16, -0.27, 0.14, 0.01, 0.12, 0.13, 0.12, 0.12, 0.14, 0.12, 0.12, -0.13, 0.13, 0.12, -0.05, 0.10, -0.61, -0.13, -0.04, 0.08, 0.10, -0.13, 0.12, -0.22]}

---

[2]
{"formula": "C33H40N4O2Ti", "method": "ωB97M-V/def2-TZVPD", "max_force_ev_per_a": 0.6, "orbital_gap_ev": [7.332, 7.649], "total_energy_ev": -68020.3022, "e_homo_ev": [-16.12, -16.37], "multiplicity": 2, "total_charge": 3, "lumo_ev": [-8.7841, -8.7245], "elements": ["H", "C", "C", "C", "H", "Ti", "C", "H", "C", "C", "C", "H", "H", "C", "C", "C", "H", "H", "H", "H", "C", "C", "C", "H", "N", "C", "H", "H", "C", "H", "H", "C", "C", "H", "N", "C", "C", "H", "H", "H", "C", "O", "H", "C", "H", "H", "H", "C", "C", "H", "H", "H", "C", "H", "C", "H", "H", "H", "H", "C", "C", "H", "C", "C", "H", "H", "H", "C", "C", "O", "H", "H", "H", "H", "C", "H", "N", "N", "H", "C"], "coordinates": [[6.98179, 1.71651, -0.65817], [4.34304, 1.05399, -0.47740], [-1.36585, 1.30619, -2.55322], [3.83030, -1.86582, 2.48909], [-5.53556, -6.08210, -0.79690], [-0.13600, -0.62209, 0.03356], [0.68487, -4.45030, 0.85730], [1.16857, -5.74278, -0.76949], [5.10054, -0.14110, 1.40188], [-4.40737, 1.25974, 2.31547], [-4.22890, -2.96821, -0.78033], [-2.23596, 2.81460, 1.86944], [2.47976, 1.63465, -2.04830], [-3.07030, -0.80966, -0.78110], [-0.61236, 1.44236, 2.12677], [0.46100, 2.48657, 1.98085], [-3.07004, -6.05477, -1.36568], [-0.67621, -5.87754, -1.91520], [-4.01954, -0.40590, -1.13791], [3.52284, -3.62649, 3.27542], [-2.18387, 1.31386, -1.26700], [-1.27059, -0.85907, 2.64815], [-1.96096, 1.78433, 2.07015], [-1.80784, 2.05594, -0.56093], [0.44219, -5.11481, -0.44202], [-1.81569, -2.96519, -0.64415], [-4.71873, 1.52425, 3.32837], [0.75414, -0.13263, 2.63931], [6.67236, 1.55128, 0.37281], [-3.37941, -1.20670, 2.77228], [-4.57828, 2.13320, 1.68761], [-3.03099, -2.26456, -0.62960], [-3.07290, -4.99870, -1.11596], [0.20296, 3.22602, 1.22191], [-2.06938, -0.02482, -0.65693], [-4.28751, -4.34319, -0.98658], [-0.89442, -2.25087, 3.08116], [0.63248, 1.41217, -3.32033], [-1.01587, -2.35431, 4.16082], [5.85972, -0.34690, 2.15025], [-5.59671, -5.06030, -1.16718], [1.66661, -1.14753, 0.64642], [0.27637, 2.58441, -2.05442], [2.01765, -4.89496, 1.45044], [-5.15835, -2.40693, -0.78424], [1.88146, -5.05918, 2.52116], [-1.54142, 0.36629, -3.08137], [-0.27830, 0.10923, 2.41687], [-0.65682, -5.13879, -1.11772], [0.58868, 3.02473, 2.92181], [6.58093, 2.52528, 0.85530], [0.14994, -2.46459, 2.84491], [0.11725, 1.55152, -2.37046], [7.46465, 1.00090, 0.87664], [-2.96434, 0.84786, 2.31176], [-1.73174, 2.09718, -3.21024], [0.67188, -3.37535, 0.70438], [-1.53171, -3.00313, 2.61226], [4.49665, 1.80504, -1.24593], [5.37039, 0.80196, 0.42800], [2.84806, -0.58605, 0.54492], [2.98650, -3.23718, 0.38206], [-2.60323, -0.47406, 2.57727], [-1.84585, -4.34638, -0.91211], [1.42538, 2.04174, 1.72716], [2.30687, -5.87627, 1.06812], [-5.87208, -5.09963, -2.22195], [3.16851, -3.91416, 1.21292], [3.90092, -0.87611, 1.43752], [-0.64995, -2.32126, -0.56306], [-3.23283, 1.54414, -1.45988], [-5.05784, 0.45009, 1.98457], [4.20303, -1.58149, 3.47109], [4.10153, -4.44848, 1.02917], [2.08822, 0.91661, -1.32445], [-0.16323, -4.72034, 1.48646], [0.81895, 0.68935, -1.34891], [3.44231, -3.09377, 2.41444], [-6.39506, -4.55334, -0.62852], [3.10063, 0.41876, -0.41471]], "atomic_forces_ev_per_a": [[0.00, 0.01, 0.01], [0.11, 0.00, 0.05], [-0.03, -0.02, -0.14], [0.04, 0.09, -0.06], [-0.01, -0.01, -0.02], [-0.39, 0.07, -0.11], [-0.05, -0.09, -0.25], [0.02, -0.01, 0.05], [0.03, 0.03, 0.04], [-0.01, -0.01, -0.03], [-0.07, 0.00, 0.01], [0.00, 0.00, 0.01], [-0.02, -0.01, -0.03], [0.02, -0.27, 0.07], [-0.05, 0.02, -0.06], [0.00, -0.03, -0.05], [0.01, 0.01, 0.00], [-0.06, 0.02, -0.01], [-0.01, 0.01, -0.01], [-0.03, -0.03, -0.01], [-0.01, -0.10, 0.27], [-0.02, -0.06, 0.03], [0.03, 0.00, -0.01], [0.01, 0.04, -0.04], [0.12, 0.06, 0.08], [0.29, 0.27, -0.08], [0.03, 0.00, 0.01], [0.03, -0.02, -0.06], [0.00, -0.07, -0.01], [0.00, 0.00, 0.01], [0.00, -0.01, 0.00], [-0.17, 0.18, -0.11], [-0.08, 0.01, -0.01], [0.00, 0.00, 0.01], [0.04, 0.11, -0.18], [0.05, -0.01, -0.02], [0.03, -0.02, -0.02], [-0.05, 0.02, -0.05], [-0.01, 0.02, 0.00], [-0.02, -0.02, 0.00], [0.06, 0.02, 0.07], [0.52, -0.15, 0.15], [-0.05, 0.02, -0.02], [-0.01, -0.06, 0.08], [0.02, 0.01, 0.00], [0.04, 0.02, 0.00], [-0.01, 0.00, -0.01], [0.06, 0.01, 0.05], [-0.11, 0.04, 0.00], [-0.01, 0.00, 0.01], [-0.01, 0.00, 0.00], [0.00, 0.01, 0.01], [0.17, -0.09, 0.26], [0.00, 0.02, 0.01], [-0.04, 0.01, 0.00], [0.02, 0.01, 0.00], [-0.01, -0.06, 0.02], [-0.01, 0.02, 0.01], [0.02, -0.01, 0.01], [-0.07, 0.05, -0.07], [-0.15, 0.04, -0.13], [-0.03, -0.04, -0.02], [-0.01, 0.00, -0.07], [0.07, -0.18, 0.07], [0.00, 0.00, 0.00], [-0.04, 0.00, -0.02], [0.00, 0.00, 0.00], [0.15, 0.23, 0.18], [0.06, -0.16, 0.13], [-0.18, -0.03, 0.16], [0.00, -0.01, -0.07], [0.01, 0.00, 0.00], [0.04, 0.03, -0.03], [-0.02, -0.04, -0.06], [0.21, -0.03, 0.14], [0.04, 0.00, 0.07], [-0.15, 0.16, -0.01], [-0.09, -0.13, -0.05], [-0.01, -0.01, -0.02], [-0.18, 0.10, -0.14]], "lowdin_charge": [0.10, 0.07, -0.15, 0.05, 0.09, 1.15, -0.13, 0.17, 0.06, -0.01, 0.06, 0.14, 0.15, -0.04, -0.27, -0.01, 0.15, 0.17, 0.15, 0.18, -0.17, -0.27, 0.00, 0.11, 0.13, -0.24, 0.11, 0.12, -0.02, 0.14, 0.09, -0.10, 0.06, 0.09, -0.05, -0.22, -0.02, 0.13, 0.11, 0.14, -0.01, -0.20, 0.13, -0.11, 0.14, 0.13, 0.13, -0.11, 0.06, 0.11, 0.10, 0.07, -0.16, 0.09, -0.23, 0.14, 0.08, 0.09, 0.14, -0.23, -0.28, 0.13, 0.01, -0.10, 0.08, 0.13, 0.10, -0.10, -0.11, -0.18, 0.13, 0.09, 0.17, 0.15, -0.05, 0.14, -0.02, 0.11, 0.09, -0.11]}